# 1
DFT (ωB97M-V/def2-TZVPD) results for one molecule with the formula FH3NOPS.

Geometry as XYZ:
```
8
Properties=species:S:1:pos:R:3:mulliken_charge:R:1
N -0.23520 -0.80908 -0.22158 -0.48
O 0.39945 1.59684 0.58719 -0.46
F -0.66541 1.16381 -1.63232 -0.26
P -0.75435 0.73269 -0.05678 0.71
S -2.43066 0.97841 0.95084 -0.39
H -0.97747 -1.46331 -0.23835 0.25
H 0.50707 -1.12882 0.36040 0.26
H 1.17491 1.35033 -0.02199 0.36
```

Summary:
net charge	0
HOMO	-0.33772	Eh
orbital gap	9.50	eV
LUMO energy	0.31	eV

***

# 2
DFT (ωB97M-V/def2-TZVPD) results for one molecule with the formula FH3OP2.

Geometry as XYZ:
```
7
Properties=species:S:1:pos:R:3:mulliken_charge:R:1
O -0.25281 1.54229 0.89581 -0.48
F 0.75433 -2.21991 -0.90650 -0.30
P -0.49431 -0.11025 0.88286 0.11
P 0.68711 -0.55779 -0.95690 0.22
H -1.18740 1.90694 0.70000 0.35
H -1.63446 -0.07005 -0.06665 0.05
H 2.12754 -0.49123 -0.54862 0.05
```

Summary:
net charge	0
HOMO	-0.32181	Eh
orbital gap	8.58	eV
LUMO energy	-0.17	eV

***

# 3
DFT (ωB97M-V/def2-TZVPD) results for one molecule with the formula FHN2O.

Geometry as XYZ:
```
5
Properties=species:S:1:pos:R:3:mulliken_charge:R:1
N -0.72327 -0.39148 0.35984 0.07
N 0.41571 -0.06620 0.02404 0.19
O -1.61297 0.47244 0.33802 -0.45
F 1.42300 -0.94059 -0.16200 -0.12
H 0.49752 0.92583 -0.55990 0.32
```

Summary:
net charge	0
HOMO	-0.36862	Eh
orbital gap	10.50	eV
LUMO energy	0.47	eV

***

# 4
DFT (ωB97M-V/def2-TZVPD) results for a 2-piece molecular cluster, FHN2O3 overall.

Geometry as XYZ:
```
7
Properties=species:S:1:pos:R:3:mulliken_charge:R:1
N -1.08587 0.56161 0.02721 1.07
N 0.40165 -0.07473 0.54639 0.04
O -1.05316 1.08341 -1.00074 -0.43
O -1.92463 0.31865 0.85127 -0.44
O 1.41396 0.12740 -0.26216 -0.20
F -0.11238 -1.93680 -0.27372 -0.48
H 2.36043 -0.07954 0.11174 0.43
```

Summary:
net charge	0
HOMO (spin up / spin down)	-0.42172 / -0.42082	Eh
orbital gap (spin up / spin down)	8.93 / 8.90	eV
LUMO energy (spin up / spin down)	-2.54 / -2.55	eV

***

# 5
DFT (ωB97M-V/def2-TZVPD) results for an isolated ion of composition FHNO3S and charge -1.

Geometry as XYZ:
```
7
Properties=species:S:1:pos:R:3:mulliken_charge:R:1
N 0.47915 1.09872 -0.07624 -0.29
O -1.88886 -0.23242 -0.27553 -0.64
O -0.11749 -1.29683 0.97996 -0.55
O 0.13494 -1.14981 -1.44818 -0.60
F 1.65665 0.42611 0.45261 -0.24
S -0.47372 -0.64329 -0.21831 1.12
H 0.20933 1.79752 0.58569 0.21
```

Summary:
net charge	-1
HOMO	-0.19200	Eh
orbital gap	9.48	eV
LUMO energy	4.25	eV

***

# 6
DFT (ωB97M-V/def2-TZVPD) results for FeH12O6 as an isolated structure.

Geometry as XYZ:
```
19
Properties=species:S:1:pos:R:3:mulliken_charge:R:1
Fe 19.22435 8.49025 12.27990 -0.01
O 18.93337 7.21197 10.60121 -0.07
H 18.99697 7.32285 9.58373 0.37
H 18.29237 6.39658 10.76083 0.30
O 21.22927 8.52705 11.69324 0.08
H 21.65500 9.10170 10.94678 0.41
H 22.03010 7.95547 12.21230 0.06
O 17.26000 7.91526 12.67157 -0.07
H 16.50576 8.27146 12.01384 0.25
H 16.78275 7.33821 13.38193 0.30
O 19.69015 9.69149 13.83040 -0.26
H 19.05491 10.07129 14.47546 0.32
H 20.56716 10.04511 14.08926 0.37
O 18.68572 10.13096 11.24114 -0.27
H 17.97279 10.21164 10.56676 0.30
H 19.16373 10.99031 11.22615 0.35
O 19.88599 6.85568 13.37926 0.06
H 21.01089 6.82771 13.38472 0.13
H 19.54758 6.10407 13.97174 0.36
```

Summary:
<S²>	24.778
net charge	+3
multiplicity	10
HOMO (spin up / spin down)	-0.59830 / -0.92456	Eh
orbital gap (spin up / spin down)	4.95 / 5.35	eV
LUMO energy (spin up / spin down)	-11.33 / -19.81	eV

***

# 7
DFT (ωB97M-V/def2-TZVPD) results for FeH16O8 as an isolated structure.

Geometry as XYZ:
```
25
Properties=species:S:1:pos:R:3:mulliken_charge:R:1
Fe -0.07360 0.25082 -0.20561 0.20
O 2.32542 -1.34244 0.46569 0.16
H 3.37551 -1.36021 0.57484 0.28
H 1.96189 -2.36880 0.80708 -0.03
O -0.37993 -1.74951 -0.61874 -0.16
H 0.26989 -2.40313 -0.95064 0.28
H -1.16080 -2.27650 -0.36430 0.25
O 0.09079 -0.40798 1.73089 -0.20
H -0.02807 -1.21564 2.26938 0.29
H 0.33820 0.29000 2.36239 0.35
O -0.93542 1.98874 0.68030 -0.37
H -1.90178 2.07503 0.74737 0.27
H -0.58443 2.80785 1.06915 0.32
O -1.37126 0.55908 -1.76675 -0.17
H -1.70159 1.41865 -2.08704 0.26
H -1.68122 -0.09549 -2.41880 0.33
O -2.53207 -0.30373 0.67757 0.39
H -3.35124 -0.31357 -0.09348 -0.01
H -2.92960 -0.85951 1.53004 0.13
O 1.26762 0.10212 -1.79814 -0.41
H 2.11253 0.58242 -1.79572 0.31
H 1.10745 -0.13149 -2.72880 0.33
O 1.61155 1.40202 0.48673 -0.35
H 1.82696 2.35024 0.44020 0.29
H 2.34321 1.00103 0.98639 0.26
```

Summary:
<S²>	24.760
net charge	+3
multiplicity	10
HOMO (spin up / spin down)	-0.57940 / -0.92378	Eh
orbital gap (spin up / spin down)	5.27 / 8.85	eV
LUMO energy (spin up / spin down)	-10.50 / -16.29	eV

***

# 8
DFT (ωB97M-V/def2-TZVPD) results for FeH19O10 as an isolated structure.

Geometry as XYZ:
```
30
Properties=species:S:1:pos:R:3:mulliken_charge:R:1
Fe 1.62270 -1.24214 -0.59109 0.51
O 0.18573 -0.07749 -0.38004 0.09
H -0.21651 0.70432 0.04599 0.17
O -1.56058 -2.43989 0.89287 -0.63
H -2.48218 -2.69844 0.88624 0.34
H -1.55315 -1.58913 1.33148 0.33
O 0.42297 -2.81121 -0.80716 -0.31
H 0.17344 -3.51605 -1.40479 0.31
H -0.22960 -2.84724 -0.10782 0.40
O -2.47872 0.59779 -1.45663 -0.56
H -1.65769 1.08532 -1.38988 0.22
H -2.22408 -0.31784 -1.34253 0.30
O 1.78836 -0.95442 -2.53864 -0.33
H 2.49557 -0.44223 -2.93076 0.32
H 1.25293 -1.23252 -3.28175 0.32
O 1.89564 -1.43615 1.44916 -0.35
H 2.76011 -1.45761 1.85959 0.32
H 1.28146 -1.51756 2.17881 0.31
O -0.96704 2.55925 1.95357 -0.66
H -1.71876 2.97962 2.37123 0.32
H -0.81317 3.07462 1.16177 0.31
O -1.46153 3.59342 -0.80511 -0.61
H -1.03920 3.10011 -1.50833 0.30
H -1.19746 4.50094 -0.95649 0.33
O -1.22776 -0.10122 2.30341 -0.69
H -2.12955 0.06644 2.02973 0.31
H -0.79460 0.74976 2.23682 0.33
O 3.01520 0.28105 -0.37446 -0.36
H 3.93065 0.17181 -0.63185 0.34
H 2.92683 1.21681 -0.19343 0.29
```

Summary:
<S²>	8.763
net charge	+2
multiplicity	6
HOMO (spin up / spin down)	-0.62775 / -0.62739	Eh
orbital gap (spin up / spin down)	9.61 / 6.80	eV
LUMO energy (spin up / spin down)	-7.47 / -10.28	eV

***

# 9
DFT (ωB97M-V/def2-TZVPD) results for FeN6O18 as an isolated structure.

Geometry as XYZ:
```
25
Properties=species:S:1:pos:R:3:mulliken_charge:R:1
Fe 8.03307 7.23014 5.97424 1.79
N 4.91255 6.91254 7.24151 0.88
O 5.82434 7.73509 7.06090 -0.49
O 4.84758 5.74704 6.66095 -0.64
O 4.00296 7.29212 7.99924 -0.73
N 8.94419 9.34697 8.35821 0.82
O 9.55908 9.41666 9.46122 -0.68
O 7.96181 10.11487 8.16444 -0.60
O 9.03629 8.36828 7.52747 -0.53
N 7.47499 9.77023 4.42667 1.09
O 6.37419 9.74381 4.94561 -0.58
O 7.83682 10.72816 3.73505 -0.75
O 8.20167 8.69834 4.42175 -0.53
N 6.27846 5.93522 3.36156 0.84
O 5.48402 6.82025 3.32897 -0.57
O 7.27979 5.99282 4.19694 -0.49
O 6.02558 4.74559 2.82427 -0.73
N 11.78792 7.19582 4.82192 0.83
O 12.85356 7.03562 5.48100 -0.71
O 11.81404 7.38020 3.57688 -0.70
O 10.71404 7.06791 5.35761 -0.47
N 8.85160 4.37540 7.52500 0.84
O 8.40002 3.54379 8.42942 -0.71
O 9.89804 4.28065 6.96370 -0.61
O 8.22092 5.39767 7.15313 -0.56
```

Summary:
<S²>	6.005
net charge	-4
multiplicity	5
HOMO (spin up / spin down)	0.08576 / 0.08583	Eh
orbital gap (spin up / spin down)	7.49 / 7.49	eV
LUMO energy (spin up / spin down)	9.82 / 9.82	eV

***

# 10
DFT (ωB97M-V/def2-TZVPD) results for a 6-piece molecular cluster, H10IO5 overall.

Geometry as XYZ:
```
16
Properties=species:S:1:pos:R:3:mulliken_charge:R:1
I 0.31569 -0.41550 -0.09256 -0.51
O 0.94069 2.46450 2.19044 -0.64
H 1.34169 1.70050 1.73944 0.30
H 0.02769 2.63050 2.10344 0.31
O -1.66331 2.65950 -1.08456 -0.68
H -1.12031 1.69450 -0.95256 0.26
H -2.65531 2.51750 -1.53456 0.30
O -3.17031 -1.29450 0.24244 -0.59
H -2.21331 -0.94750 0.12244 0.24
H -3.57331 -1.30850 -0.48956 0.24
O 0.89769 -2.67850 -2.88456 -0.57
H 1.72869 -2.48250 -3.18456 0.28
H 0.83469 -1.98450 -2.27356 0.22
O 2.94769 -0.53150 2.22044 -0.58
H 2.28969 -0.57350 1.53244 0.16
H 3.07169 -1.45050 2.34544 0.27
```

Summary:
net charge	-1
HOMO	-0.19160	Eh
orbital gap	8.43	eV
LUMO energy	3.21	eV

***

# 11
DFT (ωB97M-V/def2-TZVPD) results for H10LiO5 as an isolated structure.

Geometry as XYZ:
```
16
Properties=species:S:1:pos:R:3:mulliken_charge:R:1
Li -0.62967 -0.04377 0.25025 0.95
O -2.46608 0.59428 0.74666 -0.62
H -2.64770 1.54249 0.79817 0.31
H -3.16806 0.17191 1.25938 0.31
O 2.64372 -0.69189 -1.55698 -0.60
H 1.76592 -0.35497 -1.35052 0.30
H 3.24825 -0.22862 -0.96328 0.33
O 0.21951 1.75046 0.33547 -0.58
H 0.85366 2.13971 -0.28178 0.30
H 0.41582 2.16235 1.18858 0.30
O -0.61614 -0.62812 -1.68441 -0.64
H -0.43172 -1.58097 -1.68968 0.34
H -0.41869 -0.33276 -2.58380 0.30
O 0.28557 -1.26076 1.55931 -0.60
H -0.09608 -1.37660 2.44053 0.30
H 1.04170 -1.86274 1.53210 0.30
```

Summary:
net charge	+1
HOMO	-0.54605	Eh
orbital gap	11.39	eV
LUMO energy	-3.46	eV

***

# 12
DFT (ωB97M-V/def2-TZVPD) results for H10LiO5 as an isolated structure.

Geometry as XYZ:
```
16
Properties=species:S:1:pos:R:3:mulliken_charge:R:1
Li -20.97746 -2.23251 53.77845 0.90
O -21.67456 -0.17354 52.85710 -0.65
H -21.30224 0.14248 53.66942 0.37
H -21.16063 0.10936 52.04916 0.34
O -22.08975 -3.08587 52.22217 -0.63
H -23.04826 -2.91376 52.00109 0.33
H -21.52473 -3.32455 51.53230 0.31
O -18.88697 -1.81892 53.19469 -0.62
H -18.62522 -2.67791 52.67351 0.37
H -18.22781 -1.91456 53.79006 0.29
O -20.38861 0.22041 55.56103 -0.65
H -19.97382 -0.57371 55.89936 0.32
H -21.35978 -0.05067 55.88220 0.35
O -20.88149 -2.79113 55.74655 -0.60
H -20.17244 -3.45558 55.80666 0.34
H -21.10965 -2.47612 56.54737 0.24
```

Summary:
net charge	+1
HOMO	-0.56458	Eh
orbital gap	11.49	eV
LUMO energy	-3.87	eV

***

# 13
DFT (ωB97M-V/def2-TZVPD) results for a 4-piece molecular cluster, H10NO3 overall.

Geometry as XYZ:
```
14
Properties=species:S:1:pos:R:3:mulliken_charge:R:1
N 1.01078 -0.28519 0.41723 -2.29
H 1.49513 -0.87623 1.08433 0.62
H 1.69153 -0.34768 -0.34519 0.68
H 0.14447 -0.77016 0.18544 0.57
H 0.75795 0.77558 0.86133 0.75
H 0.41796 2.21558 1.99550 0.55
H 1.93932 2.59274 1.77976 0.46
O 1.26978 1.81079 1.66855 -1.23
H -1.69537 0.81625 -2.89956 0.29
H -1.19601 -0.40650 -2.88505 0.34
O -1.64039 0.21317 -2.21529 -0.64
H -1.97664 -1.34060 0.32854 0.32
H -1.16184 -2.68211 -0.15290 0.35
O -1.05669 -1.71565 0.17731 -0.76
```

Summary:
<S²>	0.751
net charge	0
multiplicity	2
HOMO (spin up / spin down)	-0.10409 / -0.43441	Eh
orbital gap (spin up / spin down)	3.25 / 12.08	eV
LUMO energy (spin up / spin down)	0.42 / 0.26	eV

***

# 14
DFT (ωB97M-V/def2-TZVPD) results for a 6-piece molecular cluster, H10NO8 overall.

Geometry as XYZ:
```
19
Properties=species:S:1:pos:R:3:mulliken_charge:R:1
N -0.67160 -0.11373 0.43842 0.81
O -0.12555 0.36830 1.45284 -0.71
O -0.31509 0.21511 -0.71980 -0.59
O -1.61488 -0.95302 0.56991 -0.70
O 1.04056 2.93001 -0.47376 -0.64
H 0.92067 1.96588 -0.46360 0.35
H 0.14634 3.27204 -0.55679 0.31
O 0.29998 -3.06097 -0.46217 -0.65
H 1.16287 -2.67210 -0.63219 0.30
H -0.20620 -2.35087 -0.02786 0.36
O -3.99107 -1.07825 2.03804 -0.62
H -3.14805 -1.46192 1.72885 0.37
H -4.58711 -1.18548 1.29189 0.29
O 0.77733 0.75856 -3.27201 -0.65
H 1.71855 0.93322 -3.18415 0.29
H 0.45453 0.68963 -2.35327 0.47
O 2.80122 0.82871 1.83531 -0.63
H 1.92682 0.47761 1.58781 0.35
H 3.41066 0.43727 1.20251 0.29
```

Summary:
net charge	-1
HOMO	-0.23211	Eh
orbital gap	9.60	eV
LUMO energy	3.29	eV

***

# 15
DFT (ωB97M-V/def2-TZVPD) results for H10Na6O13S2 as an isolated structure.

Geometry as XYZ:
```
31
Properties=species:S:1:pos:R:3:mulliken_charge:R:1
Na -8.44140 -16.72820 -15.20712 0.96
Na -13.43238 -17.14511 -16.75607 0.98
Na -10.75302 -18.76697 -15.45569 0.94
Na -11.58500 -17.53315 -12.39783 0.85
Na -11.19235 -14.62339 -17.78164 0.92
Na -14.27970 -15.08070 -13.71890 0.96
S -11.20135 -15.25034 -14.40418 1.47
O -12.07477 -15.07993 -13.24452 -0.92
O -10.34163 -14.12340 -14.44416 -0.73
O -10.43783 -16.51719 -14.27050 -0.99
O -12.00004 -15.44379 -15.64313 -0.89
S -7.89118 -19.55616 -13.25993 1.12
O -6.82087 -18.83000 -12.58749 -0.47
O -7.33031 -20.56251 -14.13877 -0.38
O -8.80768 -20.24413 -12.33605 -0.51
O -8.69840 -18.66957 -14.09790 -0.63
O -11.67858 -12.46440 -16.30920 -0.60
H -11.63124 -12.78578 -15.40881 0.44
H -12.45482 -12.88858 -16.67493 0.28
O -8.03354 -13.35569 -15.43512 -0.63
H -8.85242 -13.77196 -15.16609 0.37
H -7.67222 -12.99218 -14.62670 0.32
O -13.63714 -13.06227 -12.24174 -0.66
H -12.76948 -13.23087 -12.60912 0.32
H -13.49487 -12.36679 -11.59963 0.32
O -11.99055 -15.42174 -10.65362 -0.66
H -12.04071 -15.14396 -11.56826 0.55
H -11.35687 -14.82468 -10.25589 0.31
O -10.70164 -12.75947 -12.22031 -0.62
H -10.61390 -13.24520 -13.04043 0.27
H -9.95051 -13.03662 -11.69570 0.32
```

Summary:
<S²>	0.764
net charge	+3
multiplicity	2
HOMO (spin up / spin down)	-0.66230 / -0.64265	Eh
orbital gap (spin up / spin down)	4.96 / 4.43	eV
LUMO energy (spin up / spin down)	-13.06 / -13.06	eV

***

So what do the calculations give for max |F|? Going down the list: 3.06, 2.59, 7.10, 3.58, 3.93, 3.09, 2.75, 3.92, 5.23, 11.19, 0.62, 5.94, 4.00, 1.31, 4.35 eV Å⁻¹.